1.
15
Properties=species:S:1:pos:R:3:forces:R:3 method="wB97M-V/def2-TZVPD" lumo_energy_ev=-0.4 orbital_gap_ev=9.069 charge=0 mol_weight_g_mol=184.0 relative_energy_kcal_mol=5.4 smiles="N#C[C@]1(Br)C=CC=CC1"
C 0.50844 0.62109 0.93807 0.2403 -0.8237 0.1601
C -0.60637 -0.41588 1.13192 2.0957 -0.3544 2.2023
Br -2.99867 0.90982 0.05990 1.1216 -0.5591 -0.2492
C 0.36640 0.13982 -1.42870 0.5005 -0.0145 0.0373
C -1.50255 -0.55036 -0.04911 -2.4253 -2.4741 -1.1710
H 1.87938 1.45884 -0.41954 -0.5835 -0.7810 -0.0892
H 1.15059 0.97409 1.75363 -0.9206 -0.0654 0.1350
C -2.42910 -1.84031 -0.04668 1.9073 2.8345 0.3330
C -0.75229 -0.57415 -1.37862 -1.5338 -0.6191 -0.1954
H 0.82888 0.20203 -2.38111 0.6859 0.0584 -0.6673
C 1.02117 0.77015 -0.27566 -0.2133 1.2562 -0.9030
H 0.10989 -1.36176 1.20343 -1.9298 1.2465 0.0252
H -1.17340 -1.19040 -2.28033 0.7190 1.5549 1.9456
N -3.18197 -2.69088 -0.16915 -0.2983 -0.6946 0.0185
H -1.14488 -0.23878 2.12728 0.6343 -0.5647 -1.5820



2.
18
Properties=species:S:1:pos:R:3:forces:R:3 method="wB97M-V/def2-TZVPD" lumo_energy_ev=-0.2 orbital_gap_ev=8.632 charge=0 mol_weight_g_mol=232.0 relative_energy_kcal_mol=45.2
O 1.35707 0.53987 -0.77020 -1.3789 0.5473 1.8263
C 2.19551 0.62304 0.28124 1.3105 -3.1371 -3.0737
H -2.86543 -0.80352 -2.08606 1.4167 0.9388 1.8984
H 0.11566 1.33292 1.40427 -1.8206 -0.5814 -0.5580
N 2.68309 -1.43720 0.56650 1.5802 2.6203 -0.5973
C -2.75940 0.06097 -0.04069 -2.0251 -0.7624 0.6649
C -2.19286 -0.32217 -1.25158 -0.6954 -0.7149 -2.3323
C -0.06349 0.43882 -0.46874 -0.3193 -0.6228 -1.8034
O 1.79925 -2.18004 0.88797 0.2347 -0.3411 -0.0851
O 3.87266 -1.66532 0.33577 -2.0420 -0.4393 0.4963
C -0.64213 0.86325 0.68829 0.9942 0.7464 1.7555
C -0.84683 -0.14188 -1.50784 0.3508 0.8036 2.8819
C -2.03085 0.63604 0.97521 2.1034 0.5185 1.2489
H -0.28610 -0.53697 -2.28543 0.4210 -0.5832 -1.8149
H 1.94610 0.71835 1.27683 -1.0111 0.5037 1.7029
H -2.32093 0.84937 2.07532 -0.0980 -0.3430 -2.3449
Br 3.86462 1.27349 -0.18790 -0.0744 0.2371 0.1133
H -3.82593 -0.24899 0.10704 1.0532 0.6094 0.0212



3.
17
Properties=species:S:1:pos:R:3:forces:R:3 method="wB97M-V/def2-TZVPD" lumo_energy_ev=-0.2 orbital_gap_ev=7.550 charge=0 mol_weight_g_mol=189.0 relative_energy_kcal_mol=27.9 smiles="C=c1nc[nH]/c1=C/C=C(Cl)Cl"
C -1.57266 1.40444 -0.17388 1.6398 -3.1024 -0.6523
H 0.19464 -1.86684 2.08773 1.2891 -2.8495 2.3978
H 0.20423 2.40101 -0.79403 0.8504 1.1711 -0.7412
C -0.13369 1.44834 -0.53445 -1.3628 -2.2267 0.5904
C 0.56358 -0.79268 0.47654 0.9377 -0.7084 0.6578
H 3.50007 -1.24122 -0.75053 -0.2234 -0.0017 0.0725
H 2.13069 0.73346 -1.73304 0.9174 -0.2461 -0.0657
Cl -3.97309 0.37468 0.42596 0.2002 0.1344 -0.0015
C 0.69165 0.34354 -0.44397 -1.7268 1.9742 1.6480
C -0.19930 -1.17480 1.49336 -2.9393 3.4114 -2.0462
N 1.77083 -1.52442 0.40809 0.7108 -0.5236 -0.9248
C 2.50740 -0.92494 -0.43766 1.0245 -0.0866 0.3438
C -2.33594 0.29055 -0.19838 -0.7444 0.4760 -0.3603
Cl -2.06644 -1.24380 -0.90813 0.1586 0.2594 -0.1076
H -2.13153 2.19730 0.19456 -0.3203 1.8489 0.5759
H -1.17819 -0.73231 1.71218 0.5613 -0.2950 0.0180
N 2.02775 0.30770 -0.82435 -0.9727 0.7649 -1.4046



4.
20
Properties=species:S:1:pos:R:3:forces:R:3 method="wB97M-V/def2-TZVPD" lumo_energy_ev=-0.3 orbital_gap_ev=8.103 charge=0 mol_weight_g_mol=227.7 relative_energy_kcal_mol=4.2
H -0.48984 0.92554 -1.10834 -0.1927 0.1153 0.0038
C 2.34060 0.35314 -1.36317 2.1570 -0.3456 1.1125
C -1.77851 0.16011 0.50184 2.2985 -0.2030 -1.1162
S 3.75991 -0.02257 -2.10142 0.8479 -0.1688 -1.2858
H 2.19351 -1.56463 -0.82307 -0.5085 0.8715 -0.3338
H -0.81261 -2.37656 2.50779 -0.1173 -0.3623 0.4264
C -1.83515 -0.79949 1.50930 0.4052 -0.0852 0.2965
H 1.20518 -2.31765 1.15925 -0.3447 0.3586 -0.2183
C -0.56855 0.23431 -0.27988 -0.2985 -0.5877 0.6545
N -3.03233 1.76514 -0.65433 0.2122 2.6116 -5.1237
N 1.65264 -0.68802 -0.84828 -0.4976 -0.5705 0.1273
C -0.75097 -1.65755 1.72330 -0.2509 0.4710 -0.6268
N -3.20460 2.48051 -1.63670 1.1075 -5.3573 7.7848
C 0.39162 -1.61316 0.93897 -0.0305 -0.2079 0.7496
C 0.52379 -0.64551 -0.04909 -1.9248 0.3394 0.1188
Cl -3.21514 -0.87452 2.55821 0.1499 -0.1100 -0.1329
N 2.13809 1.61632 -0.97115 -2.3317 -0.1711 0.7150
H 1.50064 1.81696 -0.19070 0.5322 0.0391 -0.6955
N -2.89102 0.97490 0.34408 -1.6069 2.7382 -2.3782
H 2.87272 2.23273 -1.21661 0.3938 0.6248 -0.0780



5.
18
Properties=species:S:1:pos:R:3:forces:R:3 method="wB97M-V/def2-TZVPD" lumo_energy_ev=0.0 orbital_gap_ev=8.792 charge=0 mol_weight_g_mol=203.7 relative_energy_kcal_mol=32.7
O 3.23536 0.36344 1.36046 1.0554 0.7829 1.5349
Cl -4.96546 -1.64720 0.61567 -0.4042 -0.4033 -0.2653
H 4.46974 -0.03681 -0.99775 1.3271 0.3037 0.4404
C -3.59232 -0.71064 0.26268 0.2322 -0.2095 1.4878
H 0.48023 1.66479 0.64045 0.1938 1.0054 0.5138
C 0.50155 0.62662 0.48918 -3.7925 -4.0864 -1.2888
H 3.72158 -1.68667 -0.80328 -0.3810 1.4378 -0.8527
H -4.39567 1.23370 -0.13056 -0.4693 0.1652 0.1453
C 1.30891 -0.41522 0.26296 -0.8181 1.5039 -0.0610
S -2.04879 -1.42239 0.64543 1.1022 1.8617 -0.7870
O -1.86051 2.28408 -0.28213 -0.2618 0.0059 -0.2148
C -3.56773 0.60250 0.10503 0.4976 0.4892 -1.4541
H 2.94402 -0.13441 -1.65176 -0.5103 -0.8401 -0.8883
C 2.80667 -0.17298 0.40282 -0.9640 -0.6483 -2.1739
N -1.29971 0.17590 0.25306 3.5996 -1.5734 0.9243
C -2.19982 1.13278 -0.04129 0.0333 0.9990 0.6619
H 0.90105 -1.29660 -0.24772 0.2580 0.2060 0.5458
C 3.56089 -0.56090 -0.88325 -0.6980 -0.9999 1.7317



6.
17
Properties=species:S:1:pos:R:3:forces:R:3 method="wB97M-V/def2-TZVPD" lumo_energy_ev=3.4 orbital_gap_ev=8.254 charge=-1 mol_weight_g_mol=189.6
C -2.64421 -0.57111 -1.02128 -0.3193 -0.0203 -0.0319
C 1.20812 1.52822 1.18039 -0.0123 0.0572 0.0457
Cl 2.06350 1.33388 -1.36513 0.2972 0.3082 -0.4905
C -0.44711 -0.28010 -0.48594 4.1719 1.5413 1.4444
H -2.98178 -2.63487 -0.38543 -0.1756 -0.1290 -0.0365
O 1.75508 -1.79313 0.52025 -0.0547 -0.5451 0.0887
H 2.16100 1.86516 1.59666 0.0364 -0.0149 -0.0365
S -0.67448 -1.88161 0.02011 -1.0367 0.0080 -0.3231
C 1.49731 0.55966 0.07498 -3.4722 -2.1425 -0.5604
H 0.64776 1.02143 1.96476 -0.0169 -0.0160 0.0127
H -1.56711 1.33296 -1.36643 0.0520 0.1881 -0.0299
C 2.33760 -0.70927 0.50964 -0.2165 0.7995 -0.2600
H 0.64746 2.39679 0.83101 -0.0310 -0.0947 -0.0200
C -2.33480 -1.78283 -0.49212 0.2865 -0.2576 0.1759
C -1.53776 0.31982 -1.00301 -0.0722 0.0674 -0.1210
O 3.48732 -0.40464 0.82305 0.7027 0.2864 0.1995
H -3.61790 -0.30034 -1.40151 -0.1395 -0.0360 -0.0573



7.
20
Properties=species:S:1:pos:R:3:forces:R:3 method="wB97M-V/def2-TZVPD" lumo_energy_ev="-9.5 / -11.0" orbital_gap_ev="8.042 / 6.572" charge=+2 multiplicity=2 mol_weight_g_mol=265.7 relative_energy_kcal_mol=14.4
H 0.28380 1.82210 4.35620 0.1816 -0.6912 -0.4389
O 2.63200 -1.56050 0.08910 -4.1010 2.4518 -0.2538
C -0.97460 -1.64300 0.01470 -3.4560 -5.9600 0.3094
H -0.59660 -1.46640 3.19330 -0.2341 0.6906 -0.0758
O 0.00010 -0.00110 -4.02900 0.0109 0.0107 2.4242
O -2.63150 1.56130 0.08780 4.2012 -2.4820 -0.3158
H -1.81470 -0.46760 2.27130 0.3935 -0.2342 0.1777
O 1.56060 2.63200 0.08690 -2.1938 -3.7762 -0.2269
C -1.64290 0.97460 0.01410 -5.9085 3.6226 0.1601
C 0.98380 1.09210 3.89970 1.6149 1.0112 0.5701
C 0.97430 1.64330 0.01380 3.2570 5.7000 -0.6776
H -1.38660 0.04520 3.86640 0.6294 -0.2437 -0.4515
H 1.94870 1.62080 3.75860 -0.5213 -0.3013 0.0563
C 1.64320 -0.97430 0.01500 5.8407 -3.4728 0.0039
C -0.95520 -0.44100 2.96640 -1.0020 -0.3049 -0.1305
O -1.56110 -2.63150 0.08860 2.5159 4.2337 -0.3716
Cu 0.00000 0.00000 0.00000 0.1901 -0.1866 -1.2428
C 0.00010 -0.00070 -2.89440 -0.0331 -0.0327 -2.3121
H 1.18870 0.21260 4.54520 -0.3889 0.4308 -0.5990
S 0.39160 0.57670 2.25590 -0.9966 -0.4658 3.3946



8.
17
Properties=species:S:1:pos:R:3:forces:R:3 method="wB97M-V/def2-TZVPD" lumo_energy_ev=-0.5 orbital_gap_ev=8.470 charge=0 mol_weight_g_mol=156.1 relative_energy_kcal_mol=73.2
C 1.09897 0.44720 -1.85233 3.5305 -0.1076 -1.8768
F 1.18457 -0.99602 1.29621 -0.8065 0.7351 -0.1469
N -1.53780 -1.58449 -0.14131 0.9505 0.6844 0.5926
H 1.61795 1.03919 -2.68850 -1.0717 -1.8701 0.3768
H -1.99219 -0.03323 1.18049 -0.6422 0.1989 -0.3337
C -1.26457 -0.67289 0.69415 -0.1038 -0.1298 0.5529
H 0.24186 -1.26130 -0.54760 3.0037 -0.0253 -5.0366
C 0.98252 -0.88712 -1.71428 -3.3065 -0.5529 1.3943
C -0.31388 0.11743 2.69815 0.8254 0.2129 -0.6242
H -2.51253 -1.51761 -0.40499 -0.3204 -0.2810 0.0131
C 0.97753 1.36940 -0.79538 -3.9717 -2.7602 3.8993
H -0.20154 2.08083 0.76984 0.5555 -0.7844 0.5318
F 1.00973 -1.69904 -2.84848 0.1813 1.0037 2.2535
C 0.08573 -0.13892 1.27632 -0.8755 -0.0549 -0.9376
C 0.25162 1.14582 0.39218 1.9536 1.4309 -0.4072
H 1.05555 2.35158 -1.09025 0.1315 2.2225 -0.3168
N -0.68353 0.23918 3.77577 -0.0336 0.0777 0.0653



9.
16
Properties=species:S:1:pos:R:3:forces:R:3 method="wB97M-V/def2-TZVPD" lumo_energy_ev="-0.9 / -0.9" orbital_gap_ev="8.067 / 8.068" charge=0 mol_weight_g_mol=139.1 relative_energy_kcal_mol=187.4
C 0.39888 -2.28110 0.10050 3.1783 0.2547 -0.8741
C -1.57890 0.71120 -0.49404 -0.1412 -0.2451 -0.3527
C 1.25611 2.21043 0.60839 0.3717 -0.6908 -0.2851
H -1.25529 -0.12194 1.59685 0.3804 -0.5492 -2.4659
C -0.42173 -1.12481 -0.26717 -0.7312 -0.3597 0.1499
H 1.32508 -2.27616 -0.59453 -1.0588 0.3922 1.2346
H -1.99167 1.69404 -0.36893 -0.5775 -0.0714 0.2209
H 0.08550 -3.27234 -0.11355 -1.2878 -0.7290 -0.0114
H 0.34489 3.32447 -1.06312 -0.8500 1.2583 -1.7474
O -0.53169 -0.76831 -1.55124 0.9629 -1.9571 -1.0464
C 0.66660 2.86078 -0.21863 0.7555 -0.4753 1.0117
C 1.21665 1.05722 1.38644 0.2186 -0.9027 1.3890
F 2.12975 0.12862 1.08926 -0.1974 0.9425 -0.2681
C -1.13001 -0.24297 0.44862 -0.6082 1.5450 3.6003
N -1.27548 0.32913 -1.70259 -0.0954 1.5061 0.0349
H 0.76130 -2.22826 1.14372 -0.3198 0.0815 -0.5901



10.
18
Properties=species:S:1:pos:R:3:forces:R:3 method="wB97M-V/def2-TZVPD" lumo_energy_ev="-1.2 / -2.0" orbital_gap_ev="6.858 / 6.444" charge=0 mol_weight_g_mol=275.0 relative_energy_kcal_mol=59.4
C 0.40081 1.85150 -0.42887 -2.5185 -2.1122 2.0051
C -0.48423 0.85355 0.48250 1.7793 0.7265 -1.2011
C 1.66887 1.33820 -0.71512 0.5234 -2.2401 0.2507
O -0.16096 2.82927 -0.81342 0.2366 1.3354 -0.5991
H 2.55417 -2.52607 0.03604 -2.9886 0.4680 0.5143
H -3.40493 1.69739 1.39336 -0.6010 -1.4780 -0.1036
I -4.65194 -0.99753 -0.19466 -2.0690 -0.6331 -0.0648
N -1.53228 1.47615 0.99678 -0.0775 -0.4300 0.1090
H 2.15655 2.13647 -1.18186 2.0207 0.2937 -0.8317
C 2.00187 -0.00301 -0.53139 -0.1738 2.4723 -1.1875
H 0.96339 -2.83643 -0.70790 -1.1478 -0.9782 -1.9200
N -3.04191 -0.04582 0.13992 2.6067 -0.4729 -0.3924
C 1.35105 -2.31472 0.08952 5.0780 0.7998 -0.2101
H 0.91661 -2.62595 0.97603 -0.4975 -0.8511 1.7727
C 0.00522 -0.38774 0.46266 -1.2305 -0.5593 0.7990
H 2.86861 -0.47555 -0.89919 1.2575 0.0246 -0.3114
N 1.14643 -0.89102 -0.00932 -1.2779 0.7108 0.3934
C -2.75733 0.92130 0.90491 -0.9202 2.9236 0.9775



11.
21
Properties=species:S:1:pos:R:3:forces:R:3 method="wB97M-V/def2-TZVPD" lumo_energy_ev="-16.2 / -16.4" orbital_gap_ev="5.035 / 4.523" charge=+3 multiplicity=4 mol_weight_g_mol=255.1 relative_energy_kcal_mol=29.7
H 0.92842 -3.38993 3.04114 -0.2617 -0.0947 -0.0762
O 0.60246 -0.53098 -2.08810 -2.1103 -0.7191 3.5771
O -0.90353 0.62320 2.68777 0.7390 -1.0864 -2.4736
H 2.75274 -1.67469 3.85907 0.0195 -0.0955 -0.1935
H 0.04793 -2.85127 1.65560 -0.9583 -0.2986 -0.3526
C 0.11856 -0.33690 -1.04759 3.8841 0.7284 -5.2700
H 3.81768 -1.37561 2.45728 -0.0397 -0.1515 0.1893
C -1.51233 1.74057 -0.94396 -11.4303 5.1937 -2.4636
C -0.64101 -2.57926 -1.29864 -2.8095 2.2843 12.6950
O 2.49016 2.70120 0.14553 -3.7012 -5.0760 -3.1024
H -0.69786 -3.36322 -1.87228 0.2691 -4.3898 -5.6422
O -0.91983 -2.45690 -0.15404 1.8459 0.2314 -7.5355
Mn 0.02042 1.23001 -0.02860 -0.0639 -0.1562 -0.0787
O 1.77630 -1.15107 0.94481 -0.6787 -0.1128 0.3895
C -0.56914 0.43291 1.61966 -1.5881 0.3972 5.7035
H 3.39477 -3.04957 2.92002 -0.1867 0.2630 -0.0502
N 0.79985 -2.74696 2.27124 2.5058 1.2830 0.4408
C 1.84840 -1.92316 1.94970 -1.5631 -0.9492 -0.1865
C 3.02472 -2.01601 2.85036 0.6550 0.4433 -0.1350
O -2.60374 2.21887 -1.16213 8.7168 -3.9524 1.3672
C 1.79024 1.86468 -0.29855 6.7561 6.2580 3.1976



12.
17
Properties=species:S:1:pos:R:3:forces:R:3 method="wB97M-V/def2-TZVPD" lumo_energy_ev="0.3 / -4.3" orbital_gap_ev="7.512 / 6.437" charge=0 multiplicity=3 mol_weight_g_mol=150.1 relative_energy_kcal_mol=0.0
H 1.40679 -0.26766 1.45412 -0.0503 -0.0952 0.2225
O -4.70444 -0.49988 -0.49662 -0.7603 -0.8562 -0.2070
H -0.23745 1.27114 2.15216 0.3283 0.3201 -0.2213
C -2.43891 -1.43612 0.42742 -0.6725 1.7784 -0.1515
H 1.02796 0.52788 -1.73042 0.0298 0.1972 0.0414
C 0.50075 -0.19246 0.86194 1.5868 -1.3245 -0.2485
C -1.74192 0.88821 0.70933 4.5822 3.7274 2.0417
C -2.63092 -0.04447 0.30651 -3.1003 -3.7663 -2.0445
H 0.38992 -2.05674 -0.21552 0.0976 -0.1523 -0.0878
C 0.85125 -0.52213 -1.56098 -0.2310 0.1727 -0.0628
C -0.44768 0.64863 1.28853 -2.8433 1.4654 -0.2891
O -4.06857 1.55542 -0.43025 0.0672 1.0737 -0.0699
H 0.93348 -1.16588 -2.41827 0.0069 -0.2114 -0.1272
H -2.07361 1.92113 0.65378 -0.2516 -0.1904 0.5949
N -3.90002 0.36971 -0.24906 1.0663 -0.6393 0.3454
C 0.54027 -0.99418 -0.36498 -0.1337 -0.1404 0.0954
N -2.26974 -2.56114 0.56305 0.2780 -1.3587 0.1684



13.
20
Properties=species:S:1:pos:R:3:forces:R:3 method="wB97M-V/def2-TZVPD" lumo_energy_ev=5.8 orbital_gap_ev=5.889 charge=-2 mol_weight_g_mol=211.1 relative_energy_kcal_mol=0.0 smiles="O=P([O-])([O-])Nn1cnc2ccccc21"
C 2.78346 0.03178 -0.00295 2.6618 0.0625 -0.4917
N 1.52851 2.17731 -0.34505 -0.2101 -0.8828 -0.3815
H -2.54674 1.99187 -0.20195 1.6609 -2.7177 0.1908
H -0.25260 3.35124 -0.60335 0.3910 -1.7025 0.0482
O -2.53709 -1.26136 1.17672 -0.6689 1.1460 -0.6430
C 2.62470 -1.32583 0.20782 -0.4515 -1.9684 -0.5123
O -4.46996 0.21367 0.18373 -0.0575 0.9187 0.5437
P -3.13924 -0.45419 -0.00450 0.6092 -1.6700 1.3767
N -0.49187 1.25882 -0.13844 -4.9299 -3.0726 0.6509
O -2.98568 -1.13602 -1.31237 0.3932 -0.8294 -1.4351
C 0.37201 0.20998 0.13549 1.8286 1.6092 -1.0867
N -2.04223 1.01087 -0.21658 1.4532 4.4634 -0.0106
H 3.79467 0.53158 -0.26191 -1.5858 -1.0286 0.7074
C 0.20543 2.32386 -0.44166 0.5564 2.7781 0.2712
C 1.33598 -1.95938 0.29873 1.2224 1.2554 0.5750
H 3.40409 -2.11283 0.21240 0.2666 1.1480 -0.0622
C 1.65654 0.81560 -0.06659 -1.4685 0.7430 0.2404
H 1.29673 -3.04903 0.43640 -0.1702 0.5982 -0.0153
C 0.22558 -1.15183 0.33384 -0.6943 -0.2222 0.2776
H -0.76227 -1.46614 0.61021 -0.8068 -0.6283 -0.2435



14.
18
Properties=species:S:1:pos:R:3:forces:R:3 method="wB97M-V/def2-TZVPD" lumo_energy_ev="-1.7 / -1.7" orbital_gap_ev="6.438 / 6.441" charge=0 mol_weight_g_mol=178.2 relative_energy_kcal_mol=62.8 smiles="S=C(c1cnc[nH]1)n1ccnc1"
N -0.60304 1.43149 -0.89347 -0.1429 0.3434 -0.3800
H -1.05220 3.13345 -2.09889 0.0500 0.0113 -0.2196
N 0.04977 -1.11600 0.61895 -0.1140 0.0472 -0.6259
C 1.07127 -3.02109 0.27307 0.0844 0.4193 0.6477
C -0.28852 -1.64665 -0.61343 0.0945 -0.3211 -0.5808
C -0.75807 1.19390 0.46558 -0.3411 0.2878 -0.3819
H -1.01562 -1.19962 -1.26241 -0.1931 0.1678 -0.0470
C 0.91648 -2.02860 1.18677 0.4321 -0.6971 0.1780
C -1.35244 2.36959 0.94903 0.2872 -0.5305 -0.0516
H 1.68312 -3.89787 0.32574 0.1493 -0.1512 0.1315
S -0.24805 0.23201 3.26306 -0.2498 -0.4595 -4.9226
H 1.32906 -1.86410 2.15825 0.0363 0.1436 0.2303
N -1.53425 3.24533 -0.04428 -0.2774 0.5218 0.1946
N 0.30272 -2.77327 -0.83194 -0.5212 0.1342 -0.6858
H -1.63508 2.58016 1.96114 -0.0251 -0.1083 0.2185
C -0.35484 0.05299 1.13767 0.4474 0.6785 6.5346
C -1.06946 2.67370 -1.12952 0.2934 -0.6045 -0.2485
H -0.15090 0.82073 -1.55532 -0.0101 0.1175 0.0085